1.
Computed, not measured: one molecule with the formula C5H2O, with wB97M-V/def2-TZVPD.

Properties
max |F|	1.0	eV/Å
gap between HOMO and LUMO	0.3437	Ha

```
! wB97M-V def2-TZVPD RIJCOSX def2/J DEFGRID3
* xyz 0 1
O 0.032 0.594 -1.794
C 0.438 -0.417 -1.272
C 0.208 -0.782 0.117
C -0.151 -1.525 1.119
C -0.512 -0.050 1.260
C -0.598 1.168 1.192
H 0.992 -1.203 -1.807
H -0.408 2.215 1.184
*
```

2.
Computed, not measured: a 2-piece molecular cluster, Cl2H4OSi2 overall, with wB97M-V/def2-TZVPD.

Properties
max |F|	4.2	eV/Å
gap between HOMO and LUMO	0.2632	Ha

```
! wB97M-V def2-TZVPD RIJCOSX def2/J DEFGRID3
* xyz 0 1
O -1.071 0.099 1.491
Si 2.004 -0.051 -0.754
Si -1.284 -0.096 -0.109
Cl -2.239 -1.899 -0.591
Cl -2.489 1.389 -0.866
H -1.492 0.400 2.286
H 2.109 0.233 0.715
H 2.585 -1.402 -0.895
H 1.877 1.327 -1.278
*
```

3.
Computed, not measured: a 2-piece molecular cluster, C14H23N3O3S2 overall, with wB97M-V/def2-TZVPD.

Properties
max |F|	7.3	eV/Å
SMILES	OCCc1ccc2nsnc2c1S.COCCNCCOC
gap between HOMO and LUMO	0.2362	Ha

```
! wB97M-V def2-TZVPD RIJCOSX def2/J DEFGRID3
* xyz 0 1
O -1.430 -1.923 4.087
C -2.644 -1.062 4.160
C -2.343 0.479 3.584
C -0.679 0.573 3.497
C 0.038 0.452 2.028
C 1.675 0.501 1.922
C 2.527 0.649 3.333
N 4.063 0.670 3.421
S 4.312 0.830 5.178
N 2.756 0.909 5.976
C 1.782 0.791 4.824
C 0.142 0.754 4.942
S -0.860 0.873 6.522
H -1.478 -2.550 3.307
H -2.923 -1.021 5.320
H -3.457 -1.592 3.506
H -2.854 0.533 2.516
H -2.800 1.260 4.336
H -0.606 0.321 1.039
H 2.226 0.423 0.868
H -0.044 1.098 7.645
C -1.647 1.485 -1.989
O -1.360 0.101 -1.822
C -1.918 -0.732 -2.847
C -0.826 -1.245 -3.801
N -0.302 -0.169 -4.648
C 0.957 -0.488 -5.328
C 2.165 -0.910 -4.466
O 2.729 0.138 -3.677
C 2.009 0.433 -2.492
H -1.419 1.993 -1.048
H -1.019 1.923 -2.766
H -2.701 1.651 -2.226
H -2.730 -0.234 -3.387
H -2.350 -1.597 -2.332
H -1.244 -2.031 -4.440
H -0.041 -1.688 -3.186
H -0.150 0.660 -4.077
H 1.242 0.414 -5.889
H 0.760 -1.269 -6.070
H 2.961 -1.210 -5.163
H 1.967 -1.795 -3.855
H 1.583 -0.462 -2.027
H 1.233 1.169 -2.704
H 2.696 0.894 -1.776
*
```

4.
Computed, not measured: a 7-piece molecular cluster, C48H108N7O3 overall, with wB97M-V/def2-TZVPD.

Properties
max |F|	2.6	eV/Å
gap between HOMO and LUMO	0.3193	Ha

```
! wB97M-V def2-TZVPD RIJCOSX def2/J DEFGRID3
* xyz 5 1
C 4.174 -12.561 16.924
C 5.107 -13.583 16.248
C 6.379 -12.929 15.739
N 7.454 -13.937 15.293
C 8.027 -14.722 16.427
C 6.888 -14.924 14.260
C 7.938 -15.088 13.169
C 9.114 -14.199 13.527
C 8.558 -13.215 14.538
H 3.260 -12.942 17.390
H 3.740 -11.965 16.117
H 4.529 -11.921 17.735
H 4.526 -13.940 15.398
H 5.331 -14.430 16.897
H 6.933 -12.443 16.545
H 6.164 -12.275 14.899
H 8.544 -14.092 17.148
H 8.740 -15.449 16.044
H 7.176 -15.223 16.880
H 6.698 -15.858 14.786
H 5.941 -14.589 13.847
H 8.268 -16.111 13.014
H 7.494 -14.706 12.249
H 9.947 -14.810 13.877
H 9.497 -13.662 12.660
H 9.317 -12.830 15.222
H 8.144 -12.304 14.106
C 5.852 -7.316 19.943
C 7.161 -7.195 20.747
C 8.046 -6.067 20.165
N 9.279 -5.783 21.005
C 10.274 -6.896 20.796
C 9.018 -5.519 22.453
C 10.258 -4.790 22.981
C 10.870 -4.089 21.753
C 10.039 -4.529 20.546
H 6.032 -7.373 18.870
H 5.296 -6.392 20.124
H 5.193 -8.138 20.221
H 7.666 -8.164 20.689
H 6.964 -7.056 21.808
H 7.557 -5.099 20.065
H 8.451 -6.365 19.200
H 11.253 -6.753 21.245
H 10.419 -6.994 19.722
H 9.813 -7.807 21.171
H 8.714 -6.401 23.013
H 8.096 -4.929 22.439
H 10.956 -5.508 23.411
H 10.000 -4.115 23.793
H 11.897 -4.414 21.605
H 10.789 -3.026 21.958
H 10.609 -4.661 19.633
H 9.277 -3.759 20.406
C 0.550 -10.947 16.263
C 0.442 -11.595 14.891
C -0.868 -11.349 14.149
N -0.931 -11.848 12.735
C -0.099 -10.993 11.830
C -2.409 -11.871 12.236
C -2.418 -12.919 11.136
C -1.271 -13.851 11.374
C -0.600 -13.356 12.645
H -0.303 -11.334 16.835
H 0.420 -9.865 16.265
H 1.412 -11.186 16.880
H 0.713 -12.651 14.873
H 1.215 -11.092 14.290
H -1.100 -10.283 14.123
H -1.714 -11.808 14.664
H -0.377 -11.228 10.805
H 0.963 -11.209 11.919
H -0.326 -9.969 12.109
H -2.692 -10.851 11.997
H -2.949 -12.263 13.096
H -2.408 -12.409 10.169
H -3.368 -13.451 11.071
H -0.571 -13.866 10.539
H -1.564 -14.891 11.518
H 0.469 -13.389 12.429
H -0.835 -13.846 13.584
C 3.976 -14.970 19.858
C 5.064 -14.008 20.354
C 6.416 -14.709 20.316
N 7.575 -13.866 20.792
C 7.698 -12.557 20.051
C 7.501 -13.647 22.315
C 8.819 -14.185 22.883
C 9.243 -15.241 21.883
C 8.828 -14.710 20.519
H 3.977 -15.807 20.558
H 4.065 -15.294 18.822
H 2.983 -14.525 19.932
H 4.854 -13.777 21.401
H 5.007 -13.073 19.793
H 6.656 -15.087 19.319
H 6.360 -15.660 20.852
H 8.665 -12.111 20.247
H 6.858 -11.968 20.420
H 7.449 -12.777 19.016
H 7.350 -12.577 22.424
H 6.653 -14.217 22.683
H 9.608 -13.431 22.929
H 8.746 -14.592 23.889
H 10.302 -15.477 21.978
H 8.752 -16.193 22.104
H 9.633 -14.063 20.171
H 8.670 -15.513 19.806
C 5.010 -9.412 27.549
C 4.981 -9.734 26.047
C 3.565 -9.799 25.538
N 3.412 -10.131 24.051
C 3.922 -9.084 23.102
C 1.895 -10.211 23.849
C 1.408 -11.633 24.060
C 2.539 -12.419 23.455
C 3.809 -11.566 23.605
H 6.051 -9.186 27.754
H 4.520 -10.162 28.174
H 4.342 -8.588 27.815
H 5.581 -10.597 25.747
H 5.536 -8.933 25.542
H 3.026 -8.861 25.657
H 2.983 -10.580 26.028
H 3.662 -9.394 22.092
H 5.004 -9.187 23.198
H 3.499 -8.151 23.459
H 1.594 -9.955 22.830
H 1.335 -9.516 24.477
H 0.458 -11.828 23.569
H 1.287 -11.882 25.115
H 2.394 -12.664 22.402
H 2.666 -13.374 23.966
H 4.298 -11.407 22.644
H 4.489 -12.092 24.273
C -2.444 -4.395 17.205
C -1.077 -4.413 17.929
C -1.005 -5.677 18.800
N 0.346 -6.002 19.405
C 1.326 -6.452 18.328
C 0.892 -4.858 20.249
C 1.904 -5.448 21.205
C 1.479 -6.911 21.374
C 0.331 -7.159 20.394
H -3.255 -4.563 17.910
H -2.489 -5.116 16.391
H -2.568 -3.407 16.765
H -1.006 -3.545 18.583
H -0.268 -4.371 17.202
H -1.167 -6.593 18.230
H -1.681 -5.675 19.654
H 2.186 -6.892 18.822
H 1.496 -5.599 17.676
H 0.827 -7.226 17.751
H 1.271 -4.067 19.603
H 0.093 -4.377 20.815
H 2.904 -5.275 20.810
H 1.809 -5.008 22.196
H 2.387 -7.489 21.201
H 1.149 -7.078 22.397
H 0.430 -8.133 19.917
H -0.643 -7.085 20.875
N 2.365 -10.349 19.943
O 1.511 -10.557 20.831
O 3.503 -10.895 20.030
O 2.066 -9.578 18.984
*
```

5.
Computed, not measured: a 2-piece molecular cluster, C4H12N2S overall, with wB97M-V/def2-TZVPD.

Properties
max |F|	4.2	eV/Å
gap between HOMO and LUMO	0.2015	Ha

```
! wB97M-V def2-TZVPD RIJCOSX def2/J DEFGRID3
* xyz 0 1
C -0.261 0.592 -2.469
C -0.141 0.414 -1.003
C 0.753 1.369 -0.135
S -0.033 1.532 1.482
N 0.093 -0.992 -0.628
C -0.534 -1.661 0.524
N 0.388 -2.624 1.052
H -1.038 0.067 -2.974
H -0.318 1.643 -2.775
H 0.738 0.264 -2.904
H -1.180 0.690 -0.462
H 1.784 0.992 -0.092
H 0.845 2.309 -0.715
H -2.120 0.510 -0.263
H -0.174 -1.675 -1.377
H -0.826 -0.968 1.213
H -1.438 -2.248 0.394
H 0.877 -3.070 0.302
H 1.115 -1.992 1.470
*
```

One value per record, in order, for E: -266.72354; -1577.03198; -1733.16740; -2500.85813; -667.08570 Ha.
One value per record, in order, for LUMO: -0.56; -0.94; -1.40; -9.36; -2.13 eV.
One value per record, in order, for energy above the lowest of the compared OMol25 structures with the same formula, charge and spin: 59.8; 86.3; 291.2; 16.0; 131.3 kcal per mole.